{
  "formula": "C56H146F4N21O21P7",
  "method": "wB97M-V/def2-TZVPD",
  "max_force_ev_per_a": 3.65,
  "homo_lumo_gap_ha": 0.2963,
  "energy_ha": -7740.4926,
  "total_charge": 0,
  "homo_ev": -7.9,
  "elements": ["C", "O", "H", "H", "H", "H", "C", "O", "H", "H", "H", "H", "O", "P", "N", "C", "C", "N", "C", "C", "N", "C", "C", "H", "H", "H", "H", "H", "H", "H", "H", "H", "H", "H", "H", "H", "H", "H", "H", "H", "H", "O", "P", "N", "C", "C", "N", "C", "C", "N", "C", "C", "H", "H", "H", "H", "H", "H", "H", "H", "H", "H", "H", "H", "H", "H", "H", "H", "H", "H", "O", "P", "N", "C", "C", "N", "C", "C", "N", "C", "C", "H", "H", "H", "H", "H", "H", "H", "H", "H", "H", "H", "H", "H", "H", "H", "H", "H", "H", "O", "P", "N", "C", "C", "N", "C", "C", "N", "C", "C", "H", "H", "H", "H", "H", "H", "H", "H", "H", "H", "H", "H", "H", "H", "H", "H", "H", "H", "O", "P", "N", "C", "C", "N", "C", "C", "N", "C", "C", "H", "H", "H", "H", "H", "H", "H", "H", "H", "H", "H", "H", "H", "H", "H", "H", "H", "H", "O", "P", "N", "C", "C", "N", "C", "C", "N", "C", "C", "H", "H", "H", "H", "H", "H", "H", "H", "H", "H", "H", "H", "H", "H", "H", "H", "H", "H", "O", "P", "N", "C", "C", "N", "C", "C", "N", "C", "C", "H", "H", "H", "H", "H", "H", "H", "H", "H", "H", "H", "H", "H", "H", "H", "H", "H", "H", "C", "C", "O", "C", "O", "O", "F", "H", "H", "H", "C", "C", "O", "C", "O", "O", "F", "H", "H", "H", "C", "C", "O", "C", "O", "O", "F", "H", "H", "H", "C", "C", "O", "C", "O", "O", "F", "H", "H", "H"],
  "coordinates": [[-0.62012, 1.67762, 6.01145], [0.45193, 0.99997, 5.45169], [-0.56052, 2.73470, 5.61769], [-1.57305, 1.18728, 5.83471], [-0.38872, 1.77783, 7.08549], [0.19126, 0.71403, 4.56800], [1.59615, 0.97067, -4.06293], [0.75136, 0.62120, -3.02821], [2.40883, 1.52872, -3.63692], [1.95859, 0.04569, -4.62647], [1.14386, 1.57513, -4.88587], [-0.07454, 0.21168, -3.36077], [1.88641, -3.65981, -3.84019], [1.60136, -4.97009, -3.20719], [0.65244, -4.71701, -1.89294], [-0.23992, -3.62847, -1.89223], [0.44460, -5.71029, -0.87015], [2.93047, -5.85854, -2.69743], [3.73295, -6.61597, -3.67042], [3.76435, -5.08506, -1.75728], [0.86314, -5.93768, -4.37290], [0.64468, -5.47243, -5.75628], [-0.24289, -6.78107, -3.94937], [-0.40482, -3.25341, -0.83405], [-1.24394, -3.88465, -2.27663], [0.17765, -2.77981, -2.50206], [0.46487, -5.26347, 0.12761], [1.28630, -6.36378, -0.87738], [-0.46853, -6.20944, -0.96863], [3.07736, -7.44978, -4.06094], [4.05167, -6.00683, -4.53378], [4.60828, -7.00834, -3.13075], [4.24368, -5.68280, -0.96305], [4.49705, -4.57974, -2.34215], [3.07520, -4.38775, -1.29401], [-0.38617, -5.13000, -5.88841], [1.34250, -4.69263, -6.04217], [0.80327, -6.32490, -6.39379], [-1.18495, -6.19270, -3.92941], [-0.03597, -7.23129, -2.96254], [-0.39567, -7.58351, -4.61928], [-2.59258, -2.42828, 0.77858], [-3.51301, -3.05035, 1.74727], [-3.56713, -2.39985, 3.29238], [-2.28931, -2.40237, 4.05573], [-4.32360, -1.20140, 3.46887], [-3.22888, -4.60415, 2.04604], [-3.15800, -5.50408, 0.83624], [-3.46838, -5.36322, 3.29105], [-5.01996, -2.83907, 1.09070], [-5.31850, -1.82345, 0.16494], [-6.08782, -3.59075, 1.76582], [-1.85212, -1.37777, 4.03362], [-1.56614, -3.06048, 3.60720], [-2.43037, -2.55596, 5.12260], [-5.13657, -1.22054, 2.74576], [-3.61793, -0.36429, 3.35301], [-4.74836, -1.16786, 4.46228], [-2.98060, -4.92073, -0.00995], [-2.22119, -6.10251, 0.87091], [-4.05798, -6.14877, 0.83788], [-3.23414, -4.77476, 4.18161], [-4.51130, -5.64257, 3.20232], [-2.81238, -6.22047, 3.48251], [-6.11174, -1.14086, 0.50377], [-4.45227, -1.23333, -0.20152], [-5.65959, -2.31400, -0.85003], [-5.67860, -4.20649, 2.60657], [-6.55539, -4.29446, 1.13107], [-6.74388, -2.97315, 2.35316], [5.42954, 6.64535, 0.15453], [4.10393, 6.42250, -0.51710], [3.75853, 4.81394, -0.25609], [4.20841, 4.20685, 0.97987], [2.63785, 4.19322, -0.87906], [4.13204, 6.66128, -2.16997], [4.03823, 7.95350, -2.78325], [5.05450, 5.79809, -2.87551], [2.85905, 7.29376, 0.06005], [2.99620, 7.98241, 1.37520], [1.59408, 7.22907, -0.50381], [3.83038, 4.61874, 1.88177], [5.33642, 4.20382, 1.00384], [3.85526, 3.16133, 0.89712], [2.97980, 3.19290, -1.25156], [2.25437, 4.87387, -1.69811], [1.84845, 3.96664, -0.10183], [4.96945, 8.43729, -2.99816], [3.35242, 7.82957, -3.61669], [3.51351, 8.62756, -2.16428], [4.73120, 5.68034, -3.89003], [6.12361, 6.22081, -2.95725], [5.17411, 4.77923, -2.48593], [2.42325, 7.56892, 2.25488], [4.02276, 8.13290, 1.64519], [2.56453, 8.97703, 1.18010], [0.90418, 6.60848, 0.03340], [1.60635, 6.84905, -1.52627], [1.12882, 8.22255, -0.46676], [-7.76425, 1.33075, 1.24502], [-6.66402, 2.15680, 0.79749], [-5.59572, 2.48100, 2.02482], [-4.73529, 3.68124, 1.92957], [-6.03493, 2.11788, 3.39029], [-7.22155, 3.69691, 0.26652], [-8.35927, 4.25897, 1.04999], [-6.70104, 4.52063, -0.83844], [-5.82326, 1.58205, -0.51118], [-4.44743, 1.52588, -0.70858], [-6.69124, 1.14361, -1.61448], [-5.27662, 4.59949, 1.90319], [-4.23623, 3.58802, 1.01235], [-4.03654, 3.50678, 2.72829], [-6.07605, 1.04326, 3.55372], [-7.00803, 2.50711, 3.64480], [-5.21210, 2.43543, 3.95116], [-8.09998, 5.23625, 1.43063], [-9.20223, 4.38751, 0.38496], [-8.54663, 3.67189, 1.94015], [-5.81305, 4.10971, -1.25564], [-7.46811, 4.57686, -1.68059], [-6.40417, 5.52482, -0.40613], [-4.12656, 0.62118, -1.25002], [-4.00239, 2.37293, -1.20955], [-3.87118, 1.39672, 0.19906], [-6.71829, 0.06683, -1.68514], [-6.32402, 1.60390, -2.53278], [-7.71579, 1.43505, -1.29521], [4.78128, 1.55616, -1.75016], [5.63886, 0.57633, -0.97186], [5.55174, 0.59622, 0.65572], [6.64135, 0.98484, 1.53505], [4.27278, 0.18740, 1.26373], [7.23082, 0.91474, -1.39783], [8.28175, 0.02331, -1.10080], [7.69100, 2.33977, -1.64414], [5.29572, -1.00825, -1.32045], [4.89854, -1.37564, -2.65290], [5.62883, -2.10898, -0.45513], [6.28926, 1.76299, 2.20803], [7.49751, 1.29563, 0.91634], [6.94691, 0.12428, 2.11278], [3.49306, 0.20262, 0.52947], [4.04816, 0.84014, 2.17677], [4.30021, -0.85641, 1.61450], [9.03240, -0.14190, -1.90537], [8.85032, 0.33449, -0.24594], [7.95184, -0.99717, -0.77695], [8.57858, 2.41605, -2.24235], [6.78838, 2.79647, -2.16815], [7.96478, 2.86106, -0.72604], [3.82593, -1.56384, -2.75079], [5.14937, -0.55326, -3.22114], [5.44563, -2.22903, -3.14859], [6.36226, -2.82541, -0.88468], [4.81102, -2.76735, -0.19967], [5.94428, -1.74406, 0.51005], [3.78844, -5.01414, 4.84186], [2.38909, -4.53530, 4.62129], [2.29626, -2.87861, 4.68513], [1.35903, -2.12150, 3.90220], [3.32584, -2.07132, 5.40913], [1.16336, -5.12526, 5.59346], [1.01152, -6.59253, 5.72719], [0.71014, -4.35343, 6.73275], [1.79797, -4.96957, 3.09743], [2.60300, -4.84421, 1.90178], [0.39722, -5.19466, 2.78768], [1.86478, -1.47464, 3.18449], [0.77722, -1.40570, 4.56421], [0.62121, -2.82389, 3.49654], [3.80773, -2.80921, 6.05093], [2.82990, -1.26184, 5.92396], [4.02706, -1.67757, 4.71413], [1.26212, -7.13333, 4.83616], [1.62724, -6.85320, 6.53446], [-0.03973, -6.79060, 6.05604], [0.89427, -3.36549, 6.41363], [-0.35415, -4.51239, 6.94519], [1.30737, -4.53394, 7.61779], [2.20227, -4.07852, 1.27012], [3.59021, -4.52670, 2.15812], [2.62793, -5.74566, 1.23673], [-0.23931, -5.02062, 3.66450], [0.24177, -6.24281, 2.46851], [0.10958, -4.56023, 1.89090], [-2.26989, -0.30738, -3.28152], [-2.91989, -0.77795, -4.54283], [-3.40634, -2.35641, -4.45986], [-3.35588, -3.33318, -5.54699], [-3.77593, -2.94749, -3.18178], [-1.79074, -0.79110, -5.73507], [-0.81655, -1.83134, -5.68620], [-1.28847, 0.56622, -6.04219], [-4.18659, 0.22241, -5.03098], [-4.15833, 1.67846, -4.69340], [-4.90218, 0.01181, -6.24084], [-4.33247, -3.65221, -5.88197], [-2.70428, -4.23466, -5.25817], [-2.88781, -2.93200, -6.43701], [-3.63046, -2.23761, -2.38116], [-3.09360, -3.75327, -2.98407], [-4.81650, -3.35444, -3.23155], [0.12443, -1.36287, -5.44134], [-1.07618, -2.59203, -4.95017], [-0.85260, -2.28278, -6.71581], [-0.73813, 1.04889, -5.23975], [-0.55530, 0.56703, -6.88638], [-2.05841, 1.16323, -6.42785], [-3.54564, 2.36492, -5.34859], [-5.23706, 2.12089, -4.59552], [-3.69581, 1.73700, -3.73949], [-4.22219, -0.08580, -7.04971], [-5.49040, 0.90448, -6.40635], [-5.53962, -0.81925, -6.04886], [-0.79467, 5.29055, -1.98889], [-1.51471, 3.97054, -2.26554], [-1.10888, 3.58569, -3.53251], [-0.08391, 4.41950, -3.96906], [0.60049, 4.18584, -4.90904], [0.04018, 5.49632, -3.18900], [-2.85439, 4.18418, -2.21662], [-0.10242, 5.10775, -1.16094], [-1.53033, 6.02190, -1.77608], [-1.37809, 3.12973, -1.58911], [-0.62113, 4.84476, 1.51701], [-0.70632, 5.55813, 2.83803], [-2.00984, 6.11955, 2.76910], [-2.52405, 6.04199, 1.49015], [-3.55247, 6.59009, 1.22845], [-1.67487, 5.37529, 0.68668], [0.17341, 6.70209, 2.80729], [-0.74819, 3.79511, 1.56144], [0.35370, 5.07394, 1.14871], [-0.49853, 5.01426, 3.74018], [3.44889, 1.88449, 4.69556], [3.81960, 2.32896, 6.09231], [3.04259, 3.45054, 6.32238], [2.39342, 3.80949, 5.15665], [1.59327, 4.74079, 5.05248], [2.83398, 3.07680, 4.17809], [5.11600, 2.69128, 6.14268], [2.69059, 1.09039, 4.67209], [4.31013, 1.65954, 4.15226], [3.67668, 1.58280, 6.80546], [-0.43422, -0.10905, -0.11303], [0.30441, -0.99964, 0.86321], [-0.02126, -0.48468, 2.06934], [-0.46429, 0.77256, 1.91283], [-0.70711, 1.41720, 2.90795], [-0.69372, 1.09931, 0.66879], [1.67371, -0.86794, 0.68019], [-1.39716, -0.57594, -0.37865], [0.12859, 0.17693, -1.01584], [0.10394, -2.09666, 0.79547]],
  "atomic_forces_ev_per_a": [[0.548, 2.182, 0.556], [1.064, -1.345, -0.374], [-0.841, -0.848, 0.302], [-0.188, 0.141, 0.038], [-0.464, -0.241, -0.283], [-0.047, 0.294, -0.174], [0.523, -0.884, -2.492], [-1.568, -0.404, 0.736], [0.568, 0.067, 0.058], [0.051, 0.917, 0.857], [0.048, -0.008, 0.865], [0.331, 0.289, 0.223], [0.334, -0.015, 0.062], [0.515, 0.698, -2.122], [0.894, -1.376, 0.498], [-0.962, 2.454, 0.404], [1.225, 1.203, 0.673], [-0.183, -0.032, 0.557], [-1.241, -0.723, -0.283], [-0.985, -0.614, 0.128], [-0.284, -0.076, 0.178], [0.326, -0.029, 0.801], [0.103, 0.795, 1.202], [0.141, -0.452, -1.096], [0.274, 0.051, 0.080], [-0.472, -0.837, 0.572], [-0.135, 0.261, -0.223], [0.378, -0.932, -0.132], [-1.511, -1.062, -0.252], [1.011, 0.752, 0.354], [0.058, -0.093, 0.332], [-0.332, -0.010, -0.354], [-0.224, -0.096, -0.454], [0.789, 0.766, -0.127], [0.342, 0.449, 0.321], [0.001, 0.170, -0.007], [-0.015, 0.121, 0.203], [-0.014, -0.376, -0.492], [0.211, -0.289, 0.248], [-0.223, 0.289, -0.376], [-0.058, -0.949, -0.928], [1.243, 0.193, -0.274], [-0.581, 1.855, -0.089], [1.303, -1.333, 0.197], [-0.642, 1.613, -0.412], [0.206, 0.357, -0.069], [1.188, -2.805, -0.347], [0.652, -0.501, 2.540], [0.188, 0.886, -0.151], [0.446, -1.778, 2.128], [-1.014, 0.230, -3.503], [1.501, 0.076, 1.428], [-0.086, -0.419, -0.330], [0.154, -0.467, 0.051], [-0.217, -0.619, 0.098], [0.036, 0.586, 0.055], [-0.649, 0.380, -0.176], [-0.153, 0.097, 0.408], [-0.505, 1.068, -1.580], [-0.691, -0.071, 0.428], [0.492, 0.301, -0.454], [-0.692, 0.357, -0.262], [-0.174, -0.608, 0.903], [-0.080, -0.129, -1.028], [0.146, -0.103, -0.031], [-0.293, -0.486, 0.941], [0.103, 0.843, 1.693], [0.173, 0.431, -0.880], [-0.967, -0.398, -0.898], [-0.866, 0.632, -0.413], [-1.401, 0.493, -0.224], [3.097, -0.931, 0.884], [0.315, 0.949, -0.422], [1.638, -1.519, -1.426], [-0.777, -0.850, -0.310], [0.203, -1.175, 0.974], [-1.330, -0.329, -0.083], [2.049, -0.164, -0.409], [1.817, 0.874, 1.866], [-1.458, 0.589, -0.437], [-1.818, 0.718, -0.767], [-0.528, 0.706, 0.870], [-1.175, 0.026, 0.152], [0.369, 0.249, 0.321], [-0.528, 0.707, -0.185], [0.261, -1.180, 0.770], [0.209, 0.358, -0.798], [0.740, -0.083, -0.490], [0.471, 0.288, -0.794], [-0.600, 0.765, 1.125], [-0.383, -0.014, -0.741], [-1.425, -0.292, 0.393], [-0.399, 0.408, 0.358], [0.524, -0.158, -1.158], [0.535, -0.268, -0.068], [0.088, -0.032, 0.364], [-0.426, -0.554, 0.555], [0.123, 0.321, -0.038], [-0.038, 0.065, -0.362], [-1.360, -1.299, 0.643], [1.068, 2.867, -1.224], [-0.359, -0.410, -0.013], [-1.017, -2.122, 0.441], [0.018, -0.796, -1.605], [-0.135, -0.914, 0.517], [1.481, 0.087, -0.820], [-1.459, 0.579, 0.884], [-1.814, -0.143, 0.469], [2.332, -1.061, -0.079], [-0.292, 0.751, 1.152], [-0.329, 0.818, 0.544], [1.044, 0.162, -1.363], [0.528, 0.844, 0.363], [-0.139, -0.184, -0.407], [-0.115, 0.494, 0.394], [0.712, 0.829, 1.654], [0.238, 0.607, -0.003], [-0.596, -0.218, 0.136], [-0.373, -0.458, -0.259], [0.743, -0.591, -0.244], [0.855, 0.374, 1.015], [-0.574, -0.773, -0.821], [-0.369, 0.222, -0.350], [-0.023, 0.496, -0.464], [-0.165, 0.209, 0.705], [0.279, -0.493, -0.229], [-0.458, -0.052, -0.161], [0.482, 0.019, -0.893], [0.729, -1.555, 1.275], [-0.335, 1.933, -2.385], [-0.655, -0.001, 0.713], [-0.257, -0.216, -0.704], [0.972, 0.420, 1.328], [0.059, 1.307, -0.413], [1.061, -2.194, 0.352], [-2.648, -0.685, -0.174], [0.295, -0.794, 0.432], [-0.312, -1.438, -0.316], [0.329, -0.669, 0.306], [0.258, 0.298, 0.070], [-0.468, 0.189, 0.580], [0.261, -0.305, 0.456], [-0.363, 0.493, -0.235], [0.091, -0.681, -1.431], [0.164, 0.143, 0.143], [-0.656, 0.297, 0.086], [0.666, 0.494, 0.659], [-0.142, 0.787, -0.580], [0.283, -0.567, -0.725], [1.453, -0.102, 0.812], [-0.419, 0.052, 0.291], [0.035, -0.116, 0.101], [0.112, 1.809, -1.754], [-0.242, 0.526, 1.067], [0.088, 0.720, 0.077], [-0.957, -0.014, -0.238], [0.586, 0.073, 0.145], [-1.272, 0.394, 0.049], [0.706, -0.430, -1.037], [0.858, 0.414, 0.545], [-0.926, 0.601, 1.287], [-1.361, -2.004, -0.343], [-0.050, -0.591, -0.651], [-1.516, 1.620, 0.394], [0.093, -0.695, -0.343], [-0.282, -0.312, 0.344], [-0.022, -0.641, -0.124], [-0.098, -0.045, -0.677], [-0.046, -0.360, -0.383], [0.500, -0.746, -0.499], [0.287, 0.557, -0.463], [0.300, 0.609, 0.288], [-0.116, 0.165, 0.485], [0.789, 0.417, -0.657], [0.125, -0.129, -0.450], [1.041, -1.043, 1.087], [0.667, 0.008, -0.535], [-0.230, 1.493, 0.215], [0.187, -0.049, -0.086], [0.051, -0.219, 0.465], [-0.471, 0.855, -0.537], [0.814, -0.136, 0.176], [0.068, 0.290, 0.901], [0.138, 0.129, -0.400], [-0.021, 0.223, 0.039], [-0.039, -0.365, 1.194], [-0.892, 0.035, 0.243], [0.396, 0.648, 0.792], [-0.267, -0.340, -0.492], [1.062, -0.474, 0.162], [-0.746, 0.085, -0.519], [-1.109, 1.474, -0.674], [0.227, -0.550, -1.332], [1.679, -1.207, -1.027], [1.110, 1.902, 1.431], [-0.833, 0.354, 0.134], [-0.295, 0.141, 0.372], [-0.467, -0.344, 0.307], [-1.048, 1.076, -0.183], [0.085, 0.326, -0.026], [-0.278, 0.271, 0.198], [0.213, -0.687, 0.140], [0.677, 0.386, 0.271], [0.689, -0.462, -0.037], [0.315, 0.090, -0.025], [0.888, -0.009, 0.954], [-0.404, 0.066, 0.404], [-0.454, -0.586, 0.499], [-1.269, 0.967, -0.088], [-0.715, -0.943, 0.131], [1.869, -1.008, -0.325], [0.317, 0.305, 1.002], [0.376, -0.521, -1.212], [-0.389, -0.062, -0.234], [-0.657, -0.891, -0.744], [1.777, -1.970, -0.280], [0.054, -0.138, 0.311], [0.760, 0.449, -0.563], [-0.145, -0.504, -0.376], [-0.355, -0.024, -0.012], [-1.247, 0.041, 1.320], [-0.942, 0.271, -0.552], [-0.172, 0.546, -0.219], [-0.245, 1.145, -0.179], [0.535, 0.090, 0.240], [0.306, 0.256, 0.055], [-0.665, 2.529, -1.111], [0.318, -0.820, 0.261], [-0.258, 1.313, 1.141], [0.755, -0.869, -0.562], [-0.001, 0.135, 0.628], [-0.847, -1.627, 0.077], [-0.156, -1.122, 0.340], [0.514, 0.104, -0.816], [-0.031, -0.107, 0.342], [-1.596, 0.567, 0.676], [-0.172, 0.345, -1.146], [-1.242, 0.413, 0.005], [-1.532, 3.140, 0.914], [2.066, -2.590, 0.507], [0.022, -1.052, -1.575], [1.103, 0.312, 0.004], [0.362, 0.155, 0.121], [1.268, -0.353, -1.021], [-0.448, -1.044, 1.487], [-0.506, -0.208, -1.216], [0.451, -1.432, -1.927], [0.041, -0.055, 0.924], [-1.152, 0.668, 2.278], [0.199, 0.362, -0.886], [0.336, -0.510, -0.318], [0.009, -0.027, 0.100], [0.286, 0.306, 0.097], [-0.076, -0.216, 0.453], [-0.182, 1.056, 0.176]],
  "mulliken_charge": [-0.572, -0.322, 0.050, 0.225, 0.266, 0.161, -0.717, 0.526, 0.213, 0.072, 0.233, -0.561, -0.953, 0.150, 1.506, 0.866, -0.899, 0.289, -0.946, -0.919, 0.234, -0.883, -0.707, -1.399, -0.311, 0.134, -0.531, 0.590, 0.418, 0.258, 0.318, 0.408, 0.306, 0.644, -0.145, 0.157, 0.274, 0.380, 0.027, 0.269, 0.429, -0.223, 0.058, -0.085, -0.498, -0.825, 1.041, -1.103, -1.201, 0.530, -0.611, -1.056, -0.184, -0.085, 0.429, 0.269, 0.109, 0.438, 0.255, 0.261, 0.319, 0.236, 0.495, 0.306, 0.568, -0.414, 0.112, 0.165, 0.397, 0.347, -0.933, 0.199, 0.991, -0.976, -0.569, 0.617, -1.221, -0.818, 0.424, -1.053, -0.246, 0.470, 0.280, -0.096, 0.376, 0.263, -0.434, 0.337, 0.340, 0.398, 0.441, 0.286, -0.037, 0.183, 0.364, 0.412, -0.475, 0.309, 0.467, -0.863, 0.050, 0.881, -1.422, -0.981, 0.475, -1.078, -0.605, 1.190, -2.285, -0.887, 0.166, 0.359, 0.765, 0.096, 0.218, 0.486, 0.356, 0.344, 0.253, -0.058, 0.240, 0.315, -0.273, 1.020, 0.513, 0.121, 0.140, 0.474, -0.947, 0.326, 1.430, -0.894, -1.310, 0.077, -0.977, -0.866, 0.768, -1.295, -0.825, 0.048, 0.115, 0.314, 0.825, -0.550, 0.390, 0.288, 0.442, 0.167, 0.405, 0.114, 0.302, 0.280, 0.454, 0.263, 0.421, -0.186, 0.379, -0.882, 0.322, 0.776, 0.868, -1.021, 0.572, -1.192, -0.843, 0.216, -1.017, -0.368, -0.484, -0.191, -0.572, 0.396, 0.352, 0.130, 0.344, 0.405, 0.304, 0.154, 0.270, 0.258, 0.233, 0.599, 0.285, 0.464, 0.731, -0.989, 0.803, -0.392, 0.383, -0.916, -0.405, 0.340, -0.858, -1.060, 0.369, -1.002, -1.241, 0.417, 0.066, 0.342, -0.354, -0.045, 0.427, 0.439, -0.037, 0.149, -0.034, 0.414, 0.403, 0.330, 0.366, 0.108, 0.369, 0.460, 0.286, 0.639, 0.854, -0.116, 0.433, -0.558, -0.391, -0.390, -0.643, 0.597, -0.547, 1.069, 0.652, -0.347, 0.365, -0.574, 0.255, -0.352, -0.669, -0.924, 0.248, 0.378, 0.209, -0.372, 0.361, -0.585, 0.114, -0.354, -0.561, 0.447, 0.463, 1.718, 1.643, 0.448, -0.233, -0.970, 0.460, -0.042, -0.291, -0.984, -1.550]
}